Here is a single C6H8OS molecule from OMol25. Energies are from ωB97M-V/def2-TZVPD.

Atoms and positions in Å:
S1 3.251 -0.983 0.023
C1 2.650 0.528 -0.008
C2 1.282 0.981 -0.134
C3 0.148 0.219 -0.251
C4 -1.239 0.788 -0.121
C5 -2.106 -0.446 0.306
O1 -1.423 -1.579 -0.239
C6 0.012 -1.310 -0.201
H1 3.394 1.327 0.181
H2 1.162 2.109 -0.178
H3 -1.604 1.172 -1.083
H4 -1.256 1.605 0.557
H5 -3.143 -0.337 -0.001
H6 -2.081 -0.548 1.405
H7 0.450 -1.642 0.747
H8 0.503 -1.884 -1.003

## Properties
Total charge: 0
HOMO level (eV): -8.62
HOMO-LUMO gap (eV): 7.909
SMILES: S=C/C=C1/CCOC1
Calculated total energy (Ha): -706.7886
ΔE to the lowest compared entry with this formula, charge and spin (kJ/mol): 151.1

---

Here is a single C6H8OS molecule from OMol25. Energies are from ωB97M-V/def2-TZVPD.

Atoms and positions in Å:
C1 -0.464 0.123 0.328
C2 2.337 0.213 -0.099
C3 -0.189 -1.331 0.488
C4 1.081 -1.850 -0.279
C5 -0.664 1.318 -0.192
C6 -2.037 1.832 0.019
O1 2.296 -1.067 0.048
S1 3.562 1.254 0.035
H1 -0.135 -1.630 1.559
H2 -1.002 -2.035 -0.011
H3 1.376 -2.789 -0.082
H4 0.855 -1.749 -1.405
H5 0.137 1.870 -0.556
H6 -2.590 1.972 -0.917
H7 -1.981 2.808 0.492
H8 -2.582 1.060 0.574

## Properties
Total charge: 0
HOMO level (spin up / spin down) (eV): -7.71 / -7.55
HOMO-LUMO gap (spin up / spin down) (eV): 8.033 / 7.230
Calculated total energy (Ha): -706.6365
ΔE to the lowest compared entry with this formula, charge and spin (kJ/mol): 550.5

---

Here is a molecular structure, C6H8OS from OMol25. Energies are from ωB97M-V/def2-TZVPD.

Atoms and positions in Å:
C1 -1.788 0.333 -1.822
C2 -1.868 1.195 -0.783
C3 -0.271 -0.111 -1.426
C4 1.257 0.428 1.229
C5 0.954 -1.021 1.650
C6 -0.579 0.849 -0.312
O1 -0.003 1.104 0.824
S1 2.060 -2.090 0.618
H1 -2.533 -0.181 -2.578
H2 -2.737 1.927 -0.491
H3 -0.012 -1.158 -1.175
H4 0.445 0.244 -2.067
H5 1.683 1.035 1.999
H6 2.016 0.315 0.300
H7 1.377 -1.328 2.592
H8 -0.002 -1.540 1.441

## Properties
Total charge: 0
HOMO level (eV): -6.05
HOMO-LUMO gap (eV): 4.030
Calculated total energy (Ha): -706.6293
ΔE to the lowest compared entry with this formula, charge and spin (kJ/mol): 569.3

---

Here is a single C6H9B molecule from OMol25. Energies are from ωB97M-V/def2-TZVPD.

Atoms and positions in Å:
C1 -2.006 -1.158 1.665
C2 -1.066 -0.528 0.942
C3 -1.527 0.122 -0.250
C4 -0.599 0.477 -1.180
B1 0.842 0.480 -0.586
C5 2.290 0.790 -1.300
C6 0.701 -0.139 0.898
H1 -1.840 -1.583 2.678
H2 -3.010 -1.344 1.270
H3 -2.538 0.292 -0.536
H4 -0.763 0.954 -2.091
H5 2.270 0.311 -2.160
H6 3.101 0.313 -0.683
H7 2.274 1.909 -1.462
H8 1.115 -1.225 1.007
H9 0.757 0.329 1.787

## Properties
Total charge: 0
HOMO level (eV): -8.90
HOMO-LUMO gap (eV): 9.101
SMILES: C=C1C=CB(C)C1
Calculated total energy (Ha): -258.7677
ΔE to the lowest compared entry with this formula, charge and spin (kJ/mol): 135.7

---

Here is a molecular structure, C6H9BGaINO2 from OMol25. Energies are from ωB97M-V/def2-TZVPD.

Atoms and positions in Å:
C1 3.761 -0.571 -0.950
O1 3.421 0.059 0.274
B1 2.211 0.752 0.286
O2 2.134 1.771 -0.644
Ga1 0.650 0.280 1.636
I1 1.097 -2.101 2.708
C2 -1.133 0.118 0.670
C3 -1.774 -1.102 0.406
C4 -2.985 -1.135 -0.264
C5 -3.555 0.065 -0.674
C6 -2.864 1.234 -0.394
N1 -1.699 1.270 0.250
H1 2.878 -0.930 -1.486
H2 4.318 0.105 -1.608
H3 4.390 -1.435 -0.716
H4 1.229 2.100 -0.703
H5 0.506 1.333 2.825
H6 -1.315 -2.026 0.741
H7 -3.487 -2.077 -0.463
H8 -4.508 0.099 -1.189
H9 -3.275 2.193 -0.704

## Properties
Total charge: -1
HOMO level (eV): -4.52
HOMO-LUMO gap (eV): 7.597
Calculated total energy (Ha): -2686.7591

---

Here is 2 unconnected molecules or ions with the total composition C6H9BN4O5P from OMol25. Energies are from ωB97M-V/def2-TZVPD.

Atoms and positions in Å:
N1 0.318 0.829 2.772
C1 0.837 -0.005 2.174
O1 1.455 -0.906 1.449
P1 1.012 -0.965 -0.161
O2 1.360 -2.433 -0.535
N2 2.416 -3.355 0.393
O3 3.457 -3.218 0.061
B1 2.069 0.462 -1.075
N3 2.545 1.544 -0.301
O4 2.280 0.354 -2.398
C2 -0.706 -0.704 -0.256
C3 -1.648 -1.636 0.208
C4 -2.970 -1.283 0.108
C5 -3.301 -0.035 -0.442
N4 -2.415 0.842 -0.901
C6 -1.141 0.507 -0.807
H1 2.066 2.433 -0.407
H2 2.716 1.384 0.683
H3 1.658 -0.178 -2.909
H4 -1.356 -2.585 0.642
H5 -3.757 -1.947 0.441
H6 -4.345 0.257 -0.506
H7 -0.412 1.222 -1.175
O5 -0.653 3.196 0.588
H8 -0.326 2.483 1.152
H9 -1.158 3.737 1.206

## Properties
Total charge: +1
HOMO level (eV): -13.77
HOMO-LUMO gap (eV): 8.030
Calculated total energy (Ha): -1195.2113

---

Here is 2 unconnected molecules or ions with the total composition C6H9BO3 from OMol25. Energies are from ωB97M-V/def2-TZVPD.

Atoms and positions in Å:
B1 1.787 1.093 0.118
C1 1.810 -2.364 0.181
C2 -3.450 -0.183 0.451
C3 0.750 -1.474 0.097
C4 -2.291 -0.381 -0.306
C5 0.914 -0.122 -0.064
C6 -1.372 0.617 -0.312
O1 3.008 1.313 -0.419
O2 1.105 2.248 0.386
O3 -1.297 1.890 -0.492
H1 1.738 -3.409 0.220
H2 2.807 -1.988 0.575
H3 -4.300 -0.733 0.480
H4 -3.594 0.875 0.651
H5 -0.304 -1.788 0.027
H6 -2.051 -1.328 -0.729
H7 3.390 0.686 -1.062
H8 1.615 3.036 0.453
H9 -0.266 2.012 -0.254

## Properties
Total charge: 0
HOMO level (spin up / spin down) (eV): -7.81 / -6.48
HOMO-LUMO gap (spin up / spin down) (eV): 8.117 / 5.796
Calculated total energy (Ha): -484.4157
ΔE to the lowest compared entry with this formula, charge and spin (kJ/mol): 638.7

---

Here is a molecular structure, C6H9BaNaO5 from OMol25. Energies are from ωB97M-V/def2-TZVPD.

Atoms and positions in Å:
O1 2.253 -1.010 1.234
C1 2.620 -0.338 0.091
C2 2.307 1.052 0.132
O2 1.372 1.436 1.052
Ba1 0.687 -0.370 1.688
H1 3.641 -0.574 -0.256
H2 3.189 1.681 0.350
O3 -1.959 0.868 -0.568
C3 -0.752 0.704 -1.258
C4 -0.299 -0.683 -1.331
O4 -0.449 -1.403 -0.110
C5 -1.814 -1.378 0.324
C6 -2.105 0.085 0.651
O5 -1.244 0.467 1.627
Na1 -0.440 2.570 1.444
H3 -0.801 1.254 -2.201
H4 -0.486 -1.348 -2.174
H5 -1.852 -1.996 1.229
H6 -2.449 -1.764 -0.485
H7 -3.171 0.182 0.917
H8 0.603 1.294 -0.945
H9 1.150 -0.729 -1.412

## Properties
Total charge: 0
HOMO level (eV): -5.78
HOMO-LUMO gap (eV): 5.257
Calculated total energy (Ha): -797.5734

---

Here is a gas-phase ion, C6H9BrClN2 (charge +1) from OMol25. Energies are from ωB97M-V/def2-TZVPD.

Atoms and positions in Å:
N1 0.099 -1.221 -1.744
C1 0.747 -0.766 -0.546
Br1 2.145 -2.090 0.128
C2 1.582 0.648 -0.975
C3 1.964 1.523 -0.042
Cl1 2.684 3.113 -0.466
C4 1.708 1.213 1.302
C5 0.813 0.328 1.646
C6 -0.143 -0.374 0.684
N2 -1.189 0.539 0.221
H1 -0.301 -2.105 -1.716
H2 0.847 -1.275 -2.322
H3 1.818 0.496 -1.993
H4 2.135 1.744 2.192
H5 0.622 -0.079 2.583
H6 -0.425 -1.217 1.302
H7 -1.944 -0.140 -0.152
H8 -1.538 1.040 1.071
H9 -0.816 1.164 -0.532

## Properties
Total charge: +1
HOMO level (eV): -13.13
HOMO-LUMO gap (eV): 8.827
SMILES: N[C@@]1(Br)C=C(Cl)C=C[C@H]1[NH3+]
Calculated total energy (Ha): -3377.4162
ΔE to the lowest compared entry with this formula, charge and spin (kJ/mol): 108.3

---

Here is 2 unconnected molecules or ions with the total composition C6H9BrN2O2S from OMol25. Energies are from ωB97M-V/def2-TZVPD.

Atoms and positions in Å:
C1 0.920 1.855 -0.735
C2 1.097 3.322 -0.399
C3 1.054 1.351 -2.138
C4 0.083 -0.146 -0.383
C5 -0.645 -3.081 1.330
C6 -1.086 -2.269 0.100
N1 0.368 1.047 0.081
N2 -0.634 -0.942 0.350
O1 1.369 4.070 -1.235
O2 0.796 3.540 0.831
S1 0.588 -0.358 -2.099
Br1 -1.638 0.571 2.978
H1 0.447 1.858 -2.986
H2 2.094 1.489 -2.335
H3 0.303 -2.694 1.520
H4 -1.175 -2.999 2.240
H5 -0.664 -4.060 0.988
H6 -2.142 -2.118 0.040
H7 -0.512 -2.736 -0.645
H8 0.423 2.821 1.349
H9 -1.047 -0.521 1.150

## Properties
Total charge: 0
HOMO level (spin up / spin down) (eV): -6.10 / -9.34
HOMO-LUMO gap (spin up / spin down) (eV): 6.575 / 4.849
Calculated total energy (Ha): -3466.1146
2S+1: 3

---

Here is a single C6H9Cl molecule from OMol25. Energies are from ωB97M-V/def2-TZVPD.

Atoms and positions in Å:
C1 1.626 -0.281 0.313
C2 0.336 -0.758 0.076
C3 -0.895 2.262 -0.568
C4 -0.775 1.542 0.750
C5 -0.784 0.026 0.427
C6 0.324 -2.254 -0.296
Cl1 -2.348 -0.606 0.143
H1 2.485 -0.991 0.340
H2 1.903 0.753 0.193
H3 -1.719 2.002 -1.285
H4 0.046 2.258 -1.196
H5 0.202 1.797 0.988
H6 -1.437 1.898 1.410
H7 0.792 -3.001 0.386
H8 -0.724 -2.549 -0.499
H9 0.969 -2.099 -1.183

## Properties
Total charge: 0
HOMO level (spin up / spin down) (eV): -8.67 / -7.66
HOMO-LUMO gap (spin up / spin down) (eV): 8.285 / 7.640
Calculated total energy (Ha): -694.0426
ΔE to the lowest compared entry with this formula, charge and spin (kJ/mol): 342.9

---

Here is a single C6H9Cl molecule from OMol25. Energies are from ωB97M-V/def2-TZVPD.

Atoms and positions in Å:
C1 1.730 1.614 -1.844
C2 1.399 1.210 -0.760
C3 0.855 0.516 0.385
Cl1 -0.255 1.848 1.142
C4 0.078 -0.700 0.085
C5 -1.125 -0.390 -0.881
C6 -0.527 -1.069 1.453
H1 1.922 2.262 -2.647
H2 1.604 0.529 1.312
H3 0.696 -1.335 -0.389
H4 -1.884 -0.105 -0.232
H5 -1.478 -1.209 -1.576
H6 -1.049 0.466 -1.423
H7 -1.127 -0.294 1.914
H8 -1.089 -2.041 1.407
H9 0.251 -1.302 2.055

## Properties
Total charge: 0
HOMO level (eV): -10.15
HOMO-LUMO gap (eV): 10.959
SMILES: C#C[C@@H](Cl)C(C)C
Calculated total energy (Ha): -694.0934
ΔE to the lowest compared entry with this formula, charge and spin (kJ/mol): 209.5